Molecular formula: H80O40
Method: DFT, the ωB97M-V functional and the def2-TZVPD basis

```
120
Properties=species:S:1:pos:R:3:lowdin_charge:R:1
H -0.674 -3.031 1.649 0.0407
H -0.600 -4.041 2.780 0.0666
O -0.046 -3.356 2.356 -0.0734
H 0.687 -0.119 -2.185 0.0195
H 0.887 0.160 -0.705 0.0220
O 0.213 -0.029 -1.362 -0.0440
H -4.546 1.776 -1.921 0.0278
H -3.930 3.212 -1.826 0.0057
O -4.572 2.695 -2.303 -0.0809
H 1.372 1.312 5.422 -0.0108
H 0.441 1.908 6.496 0.0453
O 0.650 1.099 6.032 -0.0543
H 1.532 3.628 -3.785 0.0320
H 0.462 3.987 -4.853 0.0826
O 0.744 3.320 -4.220 -0.0373
H 3.519 -3.345 -3.080 0.0359
O 3.189 -3.990 -2.449 -0.0250
H -4.622 -2.551 2.407 0.0295
O -4.091 -3.348 2.461 -0.0540
H -0.623 -0.304 3.019 0.0436
H -1.615 0.704 3.480 -0.0247
O -1.111 0.454 2.701 -0.0705
H -2.282 1.913 1.642 0.0491
H -2.718 1.915 0.170 0.0363
O -3.042 2.170 1.035 -0.0761
H -3.448 -4.175 -2.231 0.0442
H -4.039 -3.076 -2.933 0.0094
O -4.281 -3.648 -2.176 -0.0710
H -0.624 1.862 -3.636 -0.0407
H -1.281 2.533 -2.374 0.0528
O -1.236 1.749 -2.928 -0.0237
H -4.496 1.053 0.719 -0.0123
O -5.246 1.121 0.101 -0.1159
H 2.552 0.168 -3.799 0.0403
H 2.476 -1.056 -4.531 0.0288
O 2.516 -0.780 -3.613 -0.0433
H 5.047 -0.320 3.773 0.0267
H 4.825 1.114 3.110 -0.0055
O 5.414 0.352 3.190 -0.0562
H -2.684 3.490 3.067 0.0256
H -1.515 2.455 3.082 0.0016
O -2.028 3.036 3.657 -0.0625
H 3.221 4.754 1.005 0.0443
H 3.128 3.754 -0.197 0.0122
O 3.715 4.147 0.453 -0.0420
H -3.136 5.598 1.455 0.0940
H -3.626 4.213 1.229 0.0515
O -3.130 4.704 1.919 -0.0908
H 2.237 -3.780 3.436 -0.0078
H 2.870 -4.105 4.776 0.0264
O 2.675 -4.487 3.926 -0.0558
H 2.428 2.462 1.834 0.0386
O 3.180 1.914 2.123 -0.0689
H 2.707 -0.681 3.392 0.0503
H 2.658 -1.890 2.502 0.0278
O 3.252 -1.463 3.167 -0.0634
H 3.586 2.297 5.154 0.0800
O 2.832 1.978 4.636 -0.0547
H 1.368 -2.500 -0.757 0.0441
H 1.508 -3.137 0.495 0.0504
O 0.805 -2.698 0.004 -0.0872
H 0.995 -1.450 -3.821 0.0400
H -0.427 -1.940 -3.344 0.0227
O -0.003 -1.520 -4.094 -0.1066
H 1.253 0.359 1.525 0.0367
H 1.020 -1.249 1.175 -0.0159
O 0.765 -0.462 1.643 -0.0521
H -3.115 0.816 -3.757 0.0473
H -4.618 0.866 -4.099 0.0775
O -3.965 0.371 -3.595 -0.0438
H 3.862 0.378 -2.189 0.0008
H 4.275 -0.393 -0.818 -0.0053
O 3.631 0.113 -1.305 -0.0421
H 0.247 4.173 3.802 0.0164
H 1.159 5.389 4.190 0.0435
O 1.093 4.429 4.172 -0.0396
H -3.830 0.885 3.782 0.0197
H -5.308 0.596 3.476 0.0468
O -4.585 1.186 3.229 -0.0516
H 6.716 -1.161 0.526 0.0601
H 5.476 -1.437 1.341 0.0664
O 5.787 -1.346 0.396 -0.0550
H -4.690 -1.386 -1.621 0.0295
H -3.727 -0.609 -0.582 0.0046
O -4.528 -1.121 -0.723 -0.0495
H 0.513 -4.387 -1.981 0.0360
H -0.541 -3.864 -1.227 0.0015
O -0.299 -3.888 -2.164 -0.0623
H 1.143 2.302 -1.059 0.0494
O 1.186 2.238 -0.084 -0.0483
H -2.160 1.609 4.934 0.0172
H -1.157 0.566 5.210 0.0166
O -2.126 0.672 5.213 -0.0725
H 4.057 2.297 2.087 0.0425
H 3.521 -4.854 -2.665 0.0382
H 2.667 2.583 3.922 -0.0005
H -4.478 -4.083 1.993 0.0209
H -5.298 0.152 -0.134 0.0003
H 0.278 1.901 -0.041 0.0465
O -2.373 -4.397 0.152 -0.0295
H -2.988 -4.195 -0.554 0.0008
H -1.963 -5.216 -0.129 0.0480
O -1.994 -0.623 -0.076 -0.0385
H -1.369 -0.690 -0.827 0.0293
H -1.498 -1.230 0.465 0.0245
O 3.235 -1.935 0.245 -0.0586
H 3.986 -1.776 0.776 -0.0188
H 3.603 -2.020 -0.672 0.0682
O -3.437 -2.020 -4.534 -0.0837
H -3.347 -1.098 -4.168 0.0034
H -3.926 -1.629 -5.263 0.0400
O 1.553 -1.932 -6.114 -0.0888
H 0.767 -2.530 -6.024 0.0787
H 1.009 -1.114 -6.031 0.0268
O 3.341 2.263 -3.646 -0.0278
H 3.661 2.939 -3.020 0.0769
H 3.780 2.239 -4.486 0.0602
O -0.088 1.031 -5.539 -0.0832
H -0.012 1.832 -4.965 -0.0138
H -0.185 0.276 -4.895 0.0173
```

Calculated total energy in Eh: -3057.46302
ΔE to the lowest compared entry with this formula, charge and spin in kcal/mol: 184.7
Multiplicity: 1